{"formula": "CClF2O2S", "method": "ωB97M-V/def2-TZVPD", "symbols": ["Cl", "S", "F", "F", "O", "O", "C"], "coordinates": [[-1.59581, -1.23762, 0.35802], [1.20320, -0.27305, 0.68670], [-2.17679, 1.52557, 0.76839], [-0.67622, 0.34868, -1.39415], [1.98774, 0.62426, -0.08962], [1.26592, -1.63202, 0.24726], [-0.63038, 0.00405, -0.08624]], "atomic_forces_ev_per_a": [[-1.5, -0.9, 0.0], [-0.3, 1.2, 2.8], [1.4, -1.2, -0.8], [-0.3, -0.6, 2.1], [1.3, 1.7, -1.4], [0.1, -2.4, -0.9], [-0.7, 2.2, -1.8]], "nbo_charge": [0.113, 1.592, -0.750, -0.313, -0.989, -0.994, 0.341], "charge": -1, "homo_ha": [-0.1859, -0.1859]}

---

{"formula": "C5H8O2", "method": "ωB97M-V/def2-TZVPD", "symbols": ["O", "O", "C", "C", "C", "C", "C", "H", "H", "H", "H", "H", "H", "H", "H"], "coordinates": [[-0.27147, -0.77134, 1.22013], [-2.04691, -2.14768, 0.77251], [-0.90298, -0.51638, -0.79176], [-0.14375, 1.54786, 0.47224], [1.59478, -0.31963, -0.22811], [0.17336, 0.10199, 0.11630], [-1.24122, -1.32974, 0.44819], [1.56395, -1.35661, -0.58483], [2.05463, 0.29094, -1.01106], [-1.19974, 1.59523, 0.76662], [-1.70956, 0.15243, -1.10157], [2.23549, -0.30924, 0.65881], [-0.53456, -1.08405, -1.64861], [0.44647, 1.93958, 1.30534], [-0.01849, 2.20665, -0.39421]], "atomic_forces_ev_per_a": [[-0.2, -0.1, 0.1], [0.4, 0.3, -0.2], [-0.1, 0.0, -0.1], [0.1, 0.0, 0.0], [0.0, 0.1, 0.0], [0.1, 0.2, -0.1], [-0.5, -0.4, 0.1], [0.1, 0.2, 0.1], [-0.2, 0.0, 0.1], [0.2, 0.0, 0.0], [0.1, -0.1, 0.0], [-0.1, 0.2, -0.1], [-0.1, 0.0, 0.2], [0.1, -0.2, -0.1], [0.1, -0.2, 0.1]], "nbo_charge": [-0.497, -0.548, -0.552, -0.629, -0.629, 0.255, 0.795, 0.217, 0.219, 0.220, 0.238, 0.229, 0.239, 0.225, 0.219], "homo_ha": -0.3826}

---

{"formula": "C3H8N2O2S", "method": "ωB97M-V/def2-TZVPD", "symbols": ["S", "O", "O", "N", "N", "C", "C", "C", "H", "H", "H", "H", "H", "H", "H", "H"], "coordinates": [[-1.95389, 0.45410, -0.11489], [-1.82738, 0.76875, 1.27020], [-2.43207, -1.02245, -0.39758], [-0.14666, -1.96150, -0.15134], [1.50675, -0.63439, 0.70427], [-0.15004, 0.31804, -0.60847], [0.40548, -0.86093, -0.09770], [0.38920, 1.68745, -0.16700], [1.89972, 0.24439, 0.68688], [-1.61556, -1.70477, -0.40959], [-0.01231, 0.38361, -1.81125], [0.32682, -2.62686, 0.45812], [1.36758, 1.97663, -0.60195], [0.44193, 1.97022, 0.93690], [-0.27249, 2.43865, -0.58551], [2.07292, -1.43094, 0.88892]], "atomic_forces_ev_per_a": [[-0.5, 0.0, -2.8], [0.0, 0.0, 2.5], [0.3, -0.5, -0.1], [-1.2, -3.7, -0.5], [-1.2, -2.0, -0.5], [-1.0, 3.6, -4.2], [3.5, 1.5, 3.0], [0.9, 1.2, 0.9], [1.2, 1.8, 0.0], [-0.5, 0.7, 0.4], [-0.8, -0.6, 2.7], [-0.3, -0.2, -0.3], [-0.3, -0.6, 0.1], [-0.3, -1.0, -1.3], [-0.3, 0.1, -0.1], [0.5, -0.2, 0.3]], "nbo_charge": [1.568, -0.975, -0.937, -0.728, -0.793, -0.522, 0.451, -0.659, 0.393, 0.502, 0.262, 0.359, 0.214, 0.246, 0.235, 0.384], "homo_ha": -0.3274}

---

{"formula": "C2H9NO", "method": "ωB97M-V/def2-TZVPD", "symbols": ["O", "N", "C", "C", "H", "H", "H", "H", "H", "H", "H", "H", "H"], "coordinates": [[0.13839, -1.26718, -0.13503], [-1.14612, 0.28690, 1.50608], [-1.11186, -0.60400, 0.25736], [1.76164, 1.30542, -1.40588], [2.65603, 1.82854, -0.90676], [0.77872, 1.56130, -0.89297], [-2.02212, -1.23084, 0.30981], [-0.95509, 0.12042, -0.51687], [-0.38568, 0.93017, 1.39349], [-1.08417, -0.03895, 2.60957], [2.04453, 0.26343, -1.11871], [1.64896, 1.64634, -2.43216], [0.33584, -1.15978, -1.01658]], "atomic_forces_ev_per_a": [[-1.7, -0.8, 6.3], [2.9, -3.3, 1.6], [0.0, -0.1, 0.1], [0.6, 0.5, 2.3], [-1.7, -0.1, -0.7], [1.3, 0.0, -0.3], [0.9, 0.1, -0.4], [-1.9, 1.1, -0.7], [0.5, 1.2, 0.0], [-1.2, 0.7, -3.4], [-0.5, 0.5, -1.2], [0.4, -0.7, -0.1], [0.4, 1.0, -3.5]], "nbo_charge": [-0.565, -0.310, 0.020, -0.871, 0.251, 0.161, 0.239, 0.253, 0.393, 0.463, 0.214, 0.248, 0.505], "charge": 1, "homo_ha": [-0.5965, -0.5953], "multiplicity": 2, "s_squared": 0.7611}

---

{"formula": "C2H14N2O4", "method": "ωB97M-V/def2-TZVPD", "symbols": ["O", "O", "O", "O", "N", "N", "C", "C", "H", "H", "H", "H", "H", "H", "H", "H", "H", "H", "H", "H", "H", "H"], "coordinates": [[-2.25584, 0.62006, 1.70934], [-1.17780, 1.43014, -1.85579], [1.52094, 0.42909, -1.58791], [-1.31657, 2.82928, 0.97053], [1.74752, -1.20182, 0.47776], [-0.71288, -0.80919, 0.10277], [0.44775, -0.50655, 0.93653], [1.52343, -2.23000, -0.59704], [-0.73726, -0.37460, -0.89237], [-1.81760, 1.96695, 1.25675], [-1.41181, -0.27248, 0.72131], [-0.29268, 1.08188, -1.67498], [-3.15343, 0.67775, 1.80075], [-0.58413, 2.72802, 1.65872], [1.78238, -0.04001, -2.40434], [-1.30772, 1.95377, -1.04761], [2.44149, -2.73730, -0.88015], [0.38481, -0.89777, 1.93720], [2.12259, -0.40136, -0.18128], [1.01561, -3.06718, -0.13426], [0.82000, 0.56095, 1.03568], [0.96123, -1.73962, -1.35162]], "atomic_forces_ev_per_a": [[4.4, -0.5, -0.4], [-0.1, -0.3, 0.7], [0.2, -0.5, 0.8], [1.4, -1.1, 1.7], [-1.9, 2.4, -3.1], [1.8, 2.8, 1.2], [1.5, -1.9, -2.3], [0.1, -1.0, 2.1], [0.6, -1.1, 1.6], [0.2, 0.7, -0.5], [-1.9, -0.5, 0.3], [0.8, 0.3, -0.7], [-3.8, -0.2, 0.1], [-1.2, 0.7, -1.5], [0.0, 0.2, 0.5], [-0.3, 0.3, 0.0], [0.5, 0.9, -0.4], [-1.0, 0.0, 0.8], [0.9, 0.0, 0.3], [-0.9, 0.0, 0.1], [-0.9, -0.6, -0.3], [-0.2, -0.6, -0.9]], "nbo_charge": [-0.973, -0.942, -0.874, -1.006, -0.356, -0.596, -0.128, -0.459, 0.430, 0.488, 0.445, 0.472, 0.454, 0.449, 0.450, 0.499, 0.222, 0.260, 0.426, 0.215, 0.297, 0.227], "homo_ha": -0.3564}

---

{"formula": "C4H6N2S2", "method": "ωB97M-V/def2-TZVPD", "symbols": ["S", "S", "N", "N", "C", "C", "C", "C", "H", "H", "H", "H", "H", "H"], "coordinates": [[-2.86643, -0.45993, 1.35739], [-1.35918, -2.07176, -0.64788], [1.15693, -0.58269, 0.04308], [0.22921, -0.21545, 0.97959], [-1.59622, -0.84969, 0.53584], [0.80137, 1.68573, -0.13999], [1.37125, 0.56604, -0.87404], [0.07727, 1.10605, 0.90313], [0.65153, 0.37833, -1.73551], [0.92506, 2.70793, -0.44693], [-2.30007, -2.94992, -0.30758], [0.97729, -1.47318, -0.27297], [2.45245, 0.64571, -1.05259], [-0.52046, 1.51284, 1.65845]], "atomic_forces_ev_per_a": [[-0.7, 0.4, 0.8], [0.6, -0.1, -0.4], [0.8, 3.2, 1.1], [-2.1, -3.5, 0.1], [2.2, 0.1, -0.2], [-1.7, -0.8, 3.0], [-0.6, -2.1, -1.0], [2.1, 3.5, -2.4], [1.4, 0.4, -0.2], [-0.2, 0.2, 0.2], [-0.4, 0.0, 0.1], [0.0, -2.2, -1.1], [-0.5, -0.1, -0.7], [-0.8, 1.0, 0.7]], "nbo_charge": [0.105, 0.060, -0.423, -0.213, -0.346, -0.259, -0.289, -0.030, 0.194, 0.230, 0.145, 0.378, 0.226, 0.223], "homo_ha": -0.2607}

---

{"formula": "C4H10NOS", "method": "ωB97M-V/def2-TZVPD", "symbols": ["S", "O", "N", "C", "C", "C", "C", "H", "H", "H", "H", "H", "H", "H", "H", "H", "H"], "coordinates": [[3.97991, 0.49805, 0.11932], [-2.24005, 0.69608, -0.70991], [0.09718, 0.31870, -0.49628], [1.38335, 0.18351, 0.53451], [-1.13137, 0.88208, 0.15769], [2.65643, -0.30336, -0.06644], [-0.33416, -0.84390, -1.24332], [-3.02937, 0.26281, -0.39859], [-1.21953, 0.36499, 1.05040], [-0.66384, -1.60957, -0.47695], [0.48708, 0.97455, -1.24309], [2.56517, -1.11892, -0.71358], [0.83371, -0.35286, 1.41675], [-1.31990, -0.59262, -1.70262], [0.38130, -1.16903, -1.96154], [1.59714, 1.23335, 0.93329], [-0.96848, 1.91611, 0.29919]], "atomic_forces_ev_per_a": [[1.7, 0.8, 0.3], [1.2, 1.5, 0.1], [2.7, 1.7, -1.3], [-3.2, 1.3, 2.0], [-1.2, 0.0, -1.9], [-1.9, 0.3, 0.0], [-2.0, -2.1, 0.9], [-0.1, -0.3, 0.9], [-0.4, -0.9, 1.9], [0.9, 0.3, -0.9], [-0.9, -0.5, 1.3], [0.1, -1.6, -0.8], [1.6, 0.3, -1.6], [1.4, -0.2, -0.2], [0.6, -0.4, -0.2], [-0.7, -1.2, -0.7], [0.1, 1.1, 0.3]], "nbo_charge": [0.299, -0.715, -0.374, -0.266, 0.109, -0.401, -0.463, 0.520, 0.189, 0.220, 0.438, 0.210, 0.248, 0.285, 0.238, 0.257, 0.208], "smiles": "C[N@@H+](CO)CC=S", "charge": 1, "homo_ha": -0.4813}

---

{"formula": "C16H48O8", "method": "ωB97M-V/def2-TZVPD", "symbols": ["O", "O", "O", "O", "O", "O", "O", "O", "C", "C", "C", "C", "C", "C", "C", "C", "C", "C", "C", "C", "C", "C", "C", "C", "H", "H", "H", "H", "H", "H", "H", "H", "H", "H", "H", "H", "H", "H", "H", "H", "H", "H", "H", "H", "H", "H", "H", "H", "H", "H", "H", "H", "H", "H", "H", "H", "H", "H", "H", "H", "H", "H", "H", "H", "H", "H", "H", "H", "H", "H", "H", "H"], "coordinates": [[2.99076, -1.75213, -1.91516], [0.19372, -2.11301, -1.73627], [-4.79161, -2.76627, 1.13458], [0.58242, -0.74874, 0.69974], [1.64170, 3.91767, 2.62448], [3.66781, 0.54256, -3.12967], [-1.08732, 0.94842, -0.56200], [0.73014, -2.80661, 2.67995], [-2.84961, -1.29524, 1.89207], [2.76331, 1.55610, -3.12628], [1.33177, 1.00804, -3.08462], [-1.80312, 1.96841, 0.00372], [-1.53721, 3.20470, -0.85553], [-4.11130, -1.47905, 1.04951], [2.26122, 1.76532, 3.24185], [2.53481, 2.88345, 2.22549], [1.91177, -2.67251, 3.49590], [-5.18195, -0.40080, 1.50185], [2.08150, 2.49443, 0.86596], [-1.09840, -2.06248, -2.14816], [-1.29180, -1.50147, -3.58783], [1.43679, -1.97253, 4.81150], [-1.83464, -3.30618, -1.67189], [2.98529, 2.41098, -4.42838], [1.08989, 2.04636, 0.92960], [-2.28378, -2.22529, 1.83775], [2.06910, 2.91876, -4.72977], [2.04546, -1.73299, -1.76594], [-2.05325, 3.26013, -1.81402], [-0.00116, -0.20725, 0.16827], [-0.51990, 3.58288, -0.95638], [1.25419, 1.35348, 3.17570], [0.64904, -2.62046, 5.19584], [2.64404, 1.70878, 0.36157], [3.54387, 3.29526, 2.20731], [-2.88911, -3.10298, -1.48508], [3.01437, 2.17164, -2.26248], [-2.00367, 4.05758, -0.36247], [3.81091, 3.11068, -4.29849], [0.58906, -2.03127, 2.13173], [-1.54378, 2.08744, 1.05571], [2.62274, 2.00935, 4.24077], [-1.43064, -3.75587, -0.76489], [-4.57496, 0.49747, 1.61492], [-3.08113, -1.15573, 2.94803], [1.44581, -0.63140, 0.30349], [2.74062, -2.18567, 2.98198], [3.16433, 1.75417, -5.27965], [-6.01576, -0.28122, 0.81007], [-1.48740, -1.25189, -1.53195], [-4.85355, -3.08045, 2.03959], [0.14206, -2.52561, -0.87099], [3.20769, -0.86265, -2.19444], [-2.35158, -1.51579, -3.84230], [1.10002, 0.45090, -3.99234], [1.02780, -0.98644, 4.59139], [-1.73739, 0.56081, -1.15256], [-2.12532, -0.52237, 1.63483], [-0.71688, -0.59908, -3.79584], [-5.69490, -0.62790, 2.43640], [4.48952, 0.96883, -3.38400], [1.05126, 3.52599, 3.27221], [-2.80061, 1.52903, 0.01013], [-0.97743, -2.29526, -4.26544], [1.30553, 0.29159, -2.26357], [2.18246, -1.91766, 5.60464], [2.47584, -3.59578, 3.62817], [-3.81246, -1.25338, 0.02586], [2.88148, 0.90190, 3.00123], [0.73043, 1.90609, -2.94326], [-1.85541, -4.14632, -2.36603], [2.00650, 3.29852, 0.13389]], "atomic_forces_ev_per_a": [[0.2, -0.4, 0.6], [2.6, -0.7, -0.4], [1.3, 0.5, -0.9], [0.4, -0.5, 0.8], [-0.1, 1.2, 0.2], [1.7, -1.5, -0.3], [1.3, -2.3, -0.9], [0.9, -1.1, 0.5], [0.2, -1.5, 0.6], [-1.4, 2.0, -1.7], [1.5, 0.3, 0.4], [-0.3, 1.3, 0.0], [-1.6, 1.8, 1.0], [-2.0, 1.2, 1.5], [2.1, -1.0, -0.7], [-1.5, -0.2, 0.8], [-0.4, 1.1, 0.2], [1.0, -0.5, -0.7], [-0.5, -1.1, -1.6], [-2.4, 1.8, 0.2], [0.3, -2.6, 0.3], [0.6, -1.1, -0.6], [-1.0, -0.7, -1.0], [-0.7, -0.4, 0.6], [-0.2, 0.2, 0.1], [0.2, -0.1, 0.0], [0.1, 0.5, 0.3], [-0.4, -0.3, -0.2], [0.2, -0.8, -0.2], [-0.6, 0.5, -0.3], [0.3, -0.9, 0.1], [-0.2, 0.5, 0.2], [-0.2, 0.2, 0.0], [0.6, -0.1, 0.2], [0.1, -0.2, 0.3], [0.0, 0.2, 0.1], [-0.7, 0.4, 0.3], [-0.2, 0.2, 0.3], [-0.1, 0.1, -0.2], [0.3, 0.4, -0.2], [0.4, 0.3, 0.0], [-0.6, 0.3, 0.1], [0.2, 0.5, 0.2], [-0.6, 0.5, 0.0], [-0.2, 0.0, 0.1], [0.4, -0.1, -0.1], [-0.4, 1.1, -0.3], [0.3, -0.3, 0.1], [0.4, 0.1, -0.4], [-0.9, 0.2, 0.3], [0.2, 0.3, 0.2], [0.6, 0.1, 0.3], [0.4, 0.2, -0.3], [-0.1, 0.9, 0.4], [0.0, 0.3, -0.1], [0.1, 0.0, 0.0], [0.6, -0.5, -0.4], [-0.5, 0.3, -0.5], [-0.5, 0.0, 0.2], [0.6, -0.3, 0.3], [0.5, -0.6, 0.1], [-0.1, 0.3, 0.0], [-0.8, 1.3, 0.1], [0.7, 0.1, -0.3], [-0.6, 0.3, 0.2], [0.3, 0.2, -0.2], [-1.1, -0.8, 0.5], [-0.5, -0.6, -0.3], [0.1, -0.2, -0.2], [-0.6, -0.5, 0.1], [0.3, 0.1, -0.4], [0.2, 0.4, 0.3]], "lowdin_charge": [-0.055, -0.056, -0.060, -0.044, -0.062, -0.047, -0.119, -0.106, -0.058, -0.503, -0.031, -0.309, -0.063, -0.433, -0.060, -0.466, -0.288, -0.055, -0.074, -0.505, -0.006, -0.077, -0.020, -0.036, 0.060, 0.078, 0.072, -0.030, 0.076, -0.011, 0.071, 0.081, 0.066, 0.078, 0.141, 0.075, 0.125, 0.069, 0.075, 0.015, 0.119, 0.087, 0.088, 0.059, 0.084, 0.046, 0.094, 0.082, 0.070, 0.088, 0.084, 0.090, -0.029, 0.082, 0.087, 0.054, 0.084, 0.061, 0.054, 0.074, 0.114, 0.072, 0.112, 0.079, 0.057, 0.063, 0.100, 0.114, 0.077, 0.084, 0.082, 0.082], "smiles": "CC(C)O.CC(C)O.CC(C)O.CC(C)O.CCO.CCO.O.O", "homo_ha": -0.3623}

---

{"formula": "CHNOP2S", "method": "ωB97M-V/def2-TZVPD", "symbols": ["S", "P", "P", "O", "N", "C", "H"], "coordinates": [[1.59110, -0.70472, 1.15155], [1.08727, -0.38611, -1.88235], [2.85347, -1.33214, -1.51800], [1.36370, 0.87563, 0.55472], [2.75811, -1.43152, 0.52946], [0.55193, -0.02626, -0.16215], [-0.50896, 0.12812, 0.01502]], "atomic_forces_ev_per_a": [[-0.4, 0.4, -0.6], [0.3, -0.4, 0.2], [-0.8, 0.2, 3.4], [0.5, 0.4, 0.6], [0.9, -0.3, -3.2], [-0.5, -0.2, -0.3], [-0.1, 0.0, -0.1]], "nbo_charge": [1.282, 0.207, 0.447, -0.666, -1.061, -0.427, 0.217], "homo_ha": -0.3483}

---

Computed energy above the lowest of the compared OMol25 structures with the same formula, charge and spin, in the same sequence as the records: 75.08, 4.81, 22.03, 59.69, 221.00, 109.31, 76.84, 65.24, 4.59 kcal per mole.